Here is a molecular structure, C9H7F6N5O5S3Tc from OMol25. Energies are from ωB97M-V/def2-TZVPD.

Summary:
E_HOMO (alpha / beta) = -8.24 / -8.31 eV
max |F| = 0.2754 Eh/bohr
gap between HOMO and LUMO (alpha / beta) = 6.904 / 6.400 eV
expectation value of S² = 0.869
DFT total energy = -2871.2270 hartree

```
! wB97M-V def2-TZVPD RIJCOSX def2/J DEFGRID3
* xyz 0 2
Tc 0.508 -0.253 -0.884
N -0.307 0.244 -4.806
C -0.226 -0.036 -3.479
S 0.945 0.947 -2.692
N -1.014 -0.923 -2.935
N -0.906 -1.108 -1.551
C -0.085 -2.064 -1.280
C 0.353 -2.233 0.096
C 0.642 -3.489 0.607
C 1.028 -3.565 1.942
C 1.130 -2.393 2.690
C 0.838 -1.186 2.071
N 0.446 -1.081 0.789
H 0.104 1.162 -4.928
H -1.266 0.179 -5.107
H 0.330 -2.736 -2.050
H 0.543 -4.377 -0.004
H 1.244 -4.526 2.397
H 1.430 -2.416 3.731
H 0.910 -0.242 2.603
F -3.765 0.345 1.421
C -3.108 1.427 0.914
F -3.597 2.516 1.581
F -3.527 1.562 -0.379
S -1.294 1.294 1.057
O -0.924 0.110 0.282
O -1.018 1.198 2.492
N -0.928 2.692 0.413
S 0.579 2.727 -0.079
O 0.918 3.996 -0.739
O 1.042 1.551 -0.818
C 1.492 2.749 1.518
F 1.704 1.517 2.054
F 0.859 3.505 2.463
F 2.734 3.309 1.377
O 2.185 -0.402 -0.769
*
```

Mulliken atomic charge list, values in e, 4 entries: 0.66 -0.51 0.80 -0.56